Arrangement P

{
  "formula": "C4H9OPS",
  "method": "wB97M-V/def2-TZVPD",
  "elements": ["C", "C", "C", "C", "O", "P", "S", "H", "H", "H", "H", "H", "H", "H", "H", "H"],
  "coordinates": [[-0.721, 0.559, 0.241], [-0.486, -0.892, 0.273], [0.337, 1.460, 0.812], [0.748, -1.427, -0.533], [2.963, 0.594, 0.077], [1.953, 1.636, -0.290], [2.258, -1.906, 0.294], [-0.913, 0.849, -0.816], [-1.700, 0.657, 0.646], [-0.365, -1.102, 1.359], [-1.362, -1.497, 0.041], [-0.264, 2.486, 1.011], [0.708, 1.075, 1.726], [0.475, -2.376, -1.092], [0.961, -0.765, -1.439], [1.503, 1.699, -1.774]],
  "mol_weight_g_mol": 136.2
}


Arrangement Q

{
  "formula": "C4H9OPS",
  "method": "wB97M-V/def2-TZVPD",
  "elements": ["C", "C", "C", "C", "O", "P", "S", "H", "H", "H", "H", "H", "H", "H", "H", "H"],
  "coordinates": [[1.135, 0.444, -0.832], [0.978, -1.062, -0.648], [-0.264, 1.060, -0.750], [0.156, -1.272, 0.620], [-2.288, 1.354, 3.130], [-1.108, 0.141, 0.587], [-1.609, 1.755, 1.870], [1.751, 0.845, -0.026], [1.622, 0.678, -1.781], [0.455, -1.478, -1.512], [1.946, -1.560, -0.564], [-0.241, 2.121, -0.499], [-0.819, 0.928, -1.681], [-0.345, -2.237, 0.653], [0.773, -1.159, 1.515], [-2.142, -0.556, -0.082]],
  "mol_weight_g_mol": 136.2
}


arrangement Q has the most favorable energy; the next structure is 145.9 kJ/mol above.


Arrangement P

{
  "formula": "H4N3P",
  "method": "wB97M-V/def2-TZVPD",
  "elements": ["N", "N", "N", "P", "H", "H", "H", "H"],
  "coordinates": [[0.140, 0.406, 1.682], [-0.070, -0.330, 0.631], [-0.385, 0.386, -0.415], [-0.717, -0.515, -1.834], [0.297, 1.389, 1.357], [0.269, 0.044, 2.578], [0.120, -1.540, -1.455], [0.347, 0.160, -2.544]],
  "smiles": "N/N=N/P",
  "mol_weight_g_mol": 77.0
}


Arrangement Q

{
  "formula": "H4N3P",
  "method": "wB97M-V/def2-TZVPD",
  "elements": ["P", "N", "N", "N", "H", "H", "H", "H"],
  "coordinates": [[1.269, -0.193, -0.074], [-0.268, -0.105, 0.615], [-1.318, 0.602, 0.011], [-1.276, -0.785, -0.216], [1.926, -0.627, 1.033], [1.432, 1.058, 0.370], [-1.151, 1.204, -0.817], [-0.613, -1.153, -0.923]],
  "smiles": "Pn1[nH][nH]1",
  "mol_weight_g_mol": 77.0
}


arrangement P has the most favorable energy; the next structure is 255.9 kJ/mol above.